# 1
Computed, not measured: a molecular structure, C56H62As2IrN3O3PS, with ωB97M-V with the def2-TZVPD basis set.

XYZ file:
```
129
Properties=species:S:1:pos:R:3:forces:R:3
Ir -1.111262 -0.183519 0.015358 -1.32 0.33 -0.79
As -3.403197 0.561314 0.505490 0.21 -0.28 0.00
As -2.170983 -1.140441 -1.962482 0.09 0.24 0.40
S -0.177581 1.676089 2.906680 -1.34 -1.47 1.44
P 1.452470 2.590129 -2.990895 -0.82 0.49 0.20
O -0.315031 -4.123585 1.269904 -0.04 0.06 0.01
O 3.045343 0.665008 -2.468096 -0.59 0.03 -0.15
O -0.142716 0.746211 1.638892 1.28 2.12 0.22
N 1.439678 1.833645 -1.410446 0.74 -0.03 -0.39
N -1.361219 -2.079432 1.159340 -0.20 0.17 0.29
N 0.763403 -1.139912 -0.331232 0.58 -0.10 -0.45
C 2.821219 3.699559 -3.295003 0.20 -0.29 0.03
C 2.842836 -2.957891 -0.923847 0.11 0.02 -0.06
C -2.238390 -2.111199 3.454205 0.27 -0.18 0.10
C -4.832585 -0.008778 4.417482 -0.09 0.14 -0.02
C 3.456554 2.669345 -0.065879 0.11 0.01 -0.04
C -0.402894 -5.074585 -3.854285 -0.01 0.01 0.00
C -1.761553 -5.009017 -3.580506 0.00 -0.02 0.01
C 1.384546 1.271172 3.713985 0.24 0.11 -0.31
C 2.892199 -1.639634 -1.341834 0.06 0.10 0.09
C -4.148971 -3.472340 4.030630 0.07 0.00 0.02
C -4.041109 2.982804 -1.093761 -0.18 0.07 0.12
C 0.417472 -3.999216 -3.545845 -0.03 0.02 0.01
C 0.740495 -2.425032 0.064659 -0.03 0.28 -0.01
C -0.408604 -2.959157 0.887577 0.02 -0.26 0.18
C 1.752989 -3.345174 -0.199204 -0.02 -0.05 0.09
C -0.172675 3.828580 -0.050760 -0.36 -0.01 0.05
C 0.000381 3.640329 -3.055267 -0.05 0.10 0.01
C -2.321632 -2.543819 2.127850 0.11 -0.14 -0.04
C -1.102599 -1.252214 3.930503 -0.03 -0.08 -0.01
C -4.080628 -1.366472 -1.523691 -0.02 0.03 0.05
C 1.869764 -0.745936 -1.038997 -0.06 -0.21 0.41
C 1.322615 3.830500 -0.002516 -0.07 0.10 0.13
C 1.114570 1.444255 -4.330686 0.33 -0.20 0.29
C -0.122583 -2.864720 -2.958124 0.01 -0.03 -0.01
C -4.041400 2.257064 4.261840 0.04 0.02 -0.02
C 0.869812 3.484859 4.659545 0.12 -0.05 0.10
C -1.845594 0.191068 -5.973279 0.01 0.01 0.01
C -1.482606 -2.800030 -2.668121 0.02 -0.04 0.10
C -3.681307 2.039694 2.943185 -0.03 0.00 0.02
C 1.998186 2.572612 4.183828 0.12 0.10 0.06
C -1.679933 -0.533699 -4.797941 -0.06 -0.05 -0.04
C -6.250563 3.919408 -1.223665 0.02 0.01 -0.03
C -2.660511 1.313357 -5.996841 0.02 0.00 -0.01
C 2.103796 2.771544 -0.463546 -0.14 -0.35 0.39
C -5.844084 1.968079 0.120683 0.01 0.04 -0.03
C -6.715039 2.927560 -0.369979 0.00 -0.04 0.03
C -3.156594 -2.579972 4.388573 0.14 -0.22 0.02
C -4.481871 -0.229222 3.090092 -0.14 0.17 -0.12
C -2.301745 -3.876447 -2.988831 -0.02 0.03 0.00
C -3.313853 1.712834 -4.837607 0.06 0.01 0.04
C -4.498833 1.984100 -0.249106 0.06 -0.03 0.04
C -4.912086 3.950837 -1.579795 0.02 0.03 -0.02
C -0.133075 3.612873 3.541777 0.35 -1.12 -1.72
C 4.013752 3.764948 0.590478 0.01 0.00 -0.01
C -3.295614 -4.141355 0.416748 0.03 -0.09 0.02
C 1.934070 4.905436 0.637989 0.02 0.08 0.05
C -3.897022 0.793408 2.355820 0.09 -0.04 0.05
C 2.163930 0.605686 -1.629062 -0.03 -0.15 -0.58
C 4.372043 1.468531 -0.202120 0.09 0.06 0.05
C -2.326225 -0.134061 -3.631714 0.15 0.05 0.05
C -4.388748 -1.008309 -0.071437 -0.01 -0.19 -0.05
C -4.608567 1.225586 5.003822 -0.03 -0.02 -0.03
C -3.277315 -3.511569 1.778264 -0.02 0.00 -0.03
C -4.198872 -3.938226 2.726090 -0.03 0.04 0.01
C 3.289922 4.906498 0.888270 -0.04 -0.03 0.01
C -3.142644 0.993608 -3.663782 0.03 0.04 0.00
H -4.541648 4.731029 -2.233281 -0.01 -0.02 0.00
H -2.804470 1.860219 -6.919378 0.00 0.01 0.00
H 2.493782 3.072512 3.347082 0.09 -0.12 -0.05
H -4.054634 -1.805257 0.594225 -0.13 0.17 -0.12
H 1.127588 0.580956 4.518257 0.07 0.08 0.06
H -0.559935 2.871547 -0.393305 -0.13 -0.02 -0.04
H -6.213461 1.216800 0.808881 -0.02 0.01 0.00
H -4.857691 -3.829947 4.765872 -0.01 -0.01 0.00
H 2.580810 4.252380 -4.204595 0.03 0.01 -0.02
H 3.893063 0.548058 0.135720 0.05 0.03 -0.02
H -2.405245 -5.841694 -3.829527 0.00 -0.01 0.01
H -7.756508 2.906339 -0.078610 -0.01 -0.01 0.00
H -2.797833 -3.514910 -0.318434 0.01 0.01 -0.06
H -4.623607 -0.733999 -2.225691 -0.01 0.04 0.02
H 1.620253 -4.344521 0.190104 -0.08 0.01 0.01
H 2.012188 0.747352 2.993689 -0.16 -0.05 -0.10
H -4.893740 1.394121 6.033648 0.00 0.01 0.01
H -0.104578 3.965786 -4.091302 0.03 0.01 -0.02
H 0.014282 -5.960295 -4.313746 0.00 -0.01 0.00
H -4.379964 -2.394356 -1.723361 0.04 0.01 -0.02
H -2.746936 -5.084695 0.443501 0.01 0.01 -0.01
H 2.017910 0.963108 -4.692419 0.03 -0.02 -0.01
H 0.632907 2.009069 -5.127528 -0.02 -0.01 0.01
H -0.547955 4.002289 0.959999 -0.08 -0.07 -0.18
H -0.881195 3.052568 -2.791343 0.01 0.05 0.02
H -3.364116 -3.846046 -2.787777 0.00 -0.01 0.00
H -3.901984 3.233351 4.709175 0.01 0.00 0.01
H 2.904075 4.394567 -2.459195 0.00 0.03 -0.03
H -1.066527 -1.425265 -4.810876 0.00 0.00 -0.01
H 1.314347 5.735652 0.956416 0.02 0.04 -0.02
H 0.406394 3.089257 5.564116 -0.06 0.00 -0.03
H 4.738988 1.309625 -1.213146 0.03 0.03 0.05
H 3.757017 3.159271 -3.421230 -0.01 0.00 0.00
H -3.071029 -2.248845 5.417304 0.00 0.02 -0.02
H -5.285889 -0.808640 4.987803 -0.01 0.03 -0.02
H 5.057282 3.709535 0.872964 0.00 0.00 0.00
H -6.931926 4.667637 -1.605599 0.00 0.01 0.01
H -3.671439 1.312479 -2.776614 -0.04 -0.03 0.00
H 0.154906 4.227569 2.697160 0.13 0.39 0.33
H -3.009816 3.008144 -1.387018 0.47 0.02 -0.06
H 0.082951 4.524196 -2.425260 0.04 -0.16 -0.15
H -3.969652 2.574480 -4.846605 -0.01 -0.01 -0.01
H 1.269228 4.473889 4.895826 -0.12 0.03 0.02
H 3.637452 -3.651503 -1.162207 0.03 0.03 -0.01
H 5.238583 1.625300 0.436004 -0.03 0.00 0.05
H 0.414824 0.685450 -3.971697 -0.03 0.05 -0.04
H -1.347140 -0.134751 -6.877277 -0.02 -0.02 0.00
H -0.390352 -1.870125 4.484469 -0.02 0.00 0.03
H -1.179538 3.698457 3.811608 -0.01 0.13 -0.03
H -0.574755 4.637004 -0.660561 -0.08 -0.04 0.11
H 3.770335 5.755654 1.355163 -0.01 -0.01 0.03
H -4.316260 -4.351924 0.091520 0.00 0.02 -0.02
H 2.744277 2.385049 4.955000 -0.05 0.12 0.08
H -4.677328 -1.197200 2.644906 0.01 0.04 0.03
H -0.578857 -0.809298 3.091199 -0.02 -0.12 0.07
H 0.522600 -2.018904 -2.743677 -0.02 -0.05 -0.02
H -3.270559 2.854553 2.355206 0.02 0.03 -0.02
H 3.730693 -1.269613 -1.908113 0.04 -0.09 0.02
H -1.456186 -0.463924 4.599147 -0.03 0.00 -0.01
H -5.459754 -0.870208 0.082462 0.02 0.05 -0.04
H 1.477321 -4.043548 -3.761081 0.01 0.00 -0.02
H -4.947157 -4.667529 2.439438 0.01 -0.02 0.00
```
Positions in Å, forces in eV/Å.

Output
Net charge = +2
HOMO level (spin up / spin down) = -11.5 / -12.1 eV
Relative energy (zero: lowest compared OMol25 entry of this formula, charge and spin) = 33.0 kcal per mole
Spin multiplicity = 2

---

# 2
Computed, not measured: a molecular structure, C56H63NO4P4S3Sn, with ωB97M-V with the def2-TZVPD basis set.

XYZ file:
```
132
Properties=species:S:1:pos:R:3:forces:R:3
Sn 0.449514 0.806917 -0.473643 0.54 -0.42 -0.57
S 2.612714 -3.002583 -2.857743 -0.21 0.03 -0.30
S -0.409086 2.945717 -2.592243 0.18 0.51 0.46
S 0.741314 3.349217 0.628957 0.13 0.24 -0.19
P -0.171586 4.088517 -0.988743 0.15 -0.21 -0.14
P 2.499514 -0.885183 2.119157 0.45 -1.56 -0.07
P -0.277686 -0.828083 2.989757 0.15 -0.07 1.30
P -2.706586 -0.713083 -1.470343 -0.68 -0.34 -0.11
O -0.823386 -0.751983 1.631657 -0.38 -0.13 -0.81
O -1.568786 4.670117 -0.462043 0.09 0.01 0.33
O 0.539314 5.494517 -1.352743 -0.29 0.06 0.06
O 1.870414 0.266117 1.445257 -0.29 1.02 -0.53
N 1.220014 -1.616783 -1.146843 -0.97 0.41 1.13
C 5.323214 1.524317 3.698357 0.45 0.02 0.34
C -0.918686 1.743117 3.479857 -0.13 -0.03 -0.06
C -3.638886 1.869317 -1.254143 0.16 -0.17 0.03
C -3.113886 -3.479583 4.012657 -0.19 -0.11 0.12
C -3.837086 -2.849283 5.016857 0.13 0.15 0.03
C 0.374314 3.357117 4.680657 -0.05 0.07 0.03
C 4.905714 -2.265983 -0.763243 0.28 -0.21 0.05
C -3.459086 -2.438683 -1.812243 0.04 0.20 -0.03
C -2.178386 6.371217 -2.104743 0.04 -0.18 0.09
C 1.259714 -1.826683 3.109357 0.11 0.67 -0.22
C 1.348614 2.402617 4.917857 0.15 -0.01 0.14
C -1.540286 -1.653383 4.008657 0.10 0.05 -0.06
C -3.255086 0.256517 -4.155343 0.02 0.05 -0.02
C 2.168814 6.987317 -2.206543 -0.17 -0.33 0.08
C 4.143714 -4.221283 0.415457 0.28 -0.22 -0.04
C 1.655414 -3.841383 -1.677243 -0.03 -0.13 -0.19
C 1.537214 -5.201883 -1.506643 0.04 0.22 -0.05
C -3.389886 -1.641883 5.538357 -0.31 -0.18 0.10
C 3.039414 2.076617 -2.101443 -0.34 -0.09 0.35
C -1.979986 -2.879483 3.509557 0.24 0.13 0.02
C 4.162514 1.007517 -3.940643 0.09 0.00 -0.02
C -2.811686 0.553417 -5.431743 -0.20 0.10 -0.11
C 6.039614 0.691217 4.552457 -0.22 -0.01 -0.16
C 3.313414 -2.054083 1.027157 0.27 0.09 0.29
C 2.644114 -0.232083 -2.532343 -0.24 -0.11 0.42
C 0.133814 -3.410483 0.137957 0.11 0.05 0.16
C -0.599286 -0.152583 -4.848343 0.11 -0.01 -0.21
C 0.971414 -2.910683 -0.861743 0.06 -0.27 -0.18
C 3.930214 2.135617 -3.165043 0.29 0.32 -0.08
C 3.835714 -0.292683 3.175857 0.44 0.05 0.11
C 1.859514 5.540917 -1.858243 0.33 0.04 -0.21
C 2.330414 0.929117 -1.774143 -0.21 0.06 0.18
C 0.723914 -5.671983 -0.487543 -0.11 -0.40 0.14
C 2.086514 -1.473583 -2.129843 0.94 0.04 -1.09
C 3.357914 -3.432783 1.229057 -0.22 0.32 0.24
C -2.248386 -1.042083 5.037557 0.33 0.02 -0.12
C -3.971786 0.389017 0.683857 0.13 -0.04 -0.10
C -3.915286 -3.008783 -0.469643 0.03 0.09 -0.16
C -4.077986 0.465117 -0.844043 0.10 -0.18 -0.14
C 0.030014 -4.774683 0.317357 -0.02 -0.19 0.09
C 3.544714 -0.175183 -3.605943 0.13 -0.14 -0.30
C -2.264386 -3.257683 -2.311643 0.02 0.15 0.07
C 4.108314 -1.473083 0.031457 -0.13 0.08 0.26
C 5.662214 -0.639183 4.699057 0.31 0.11 0.24
C -5.528286 0.234217 -1.267343 0.25 -0.03 0.02
C -4.566486 -2.539383 -2.861143 0.11 0.04 0.19
C -2.575186 5.111117 -1.358843 -0.37 0.15 -0.33
C -1.487886 0.353017 -5.780843 0.09 0.00 -0.09
C -2.368586 -0.234783 -3.205843 0.04 0.01 0.32
C 4.234214 1.036917 3.009557 -0.51 -0.37 -0.08
C 0.051714 0.782917 3.729857 -0.26 -0.40 -0.01
C 4.926914 -3.642383 -0.576143 -0.09 0.03 0.19
C 1.180114 1.107117 4.462357 -0.04 -0.02 0.08
C -0.766686 3.025717 3.967757 -0.03 0.14 0.07
C 4.575014 -1.135483 4.011357 -0.51 0.15 -0.32
C -1.041186 -0.436483 -3.572743 -0.05 0.06 0.09
H -1.524786 3.771517 3.778257 -0.02 0.04 -0.08
H -2.608686 2.039717 -0.938543 0.03 0.13 -0.06
H 1.941114 0.365617 4.653257 0.05 0.00 0.10
H -3.951686 -1.159083 6.327357 -0.01 0.03 0.01
H 0.629514 -6.737083 -0.327843 -0.06 -0.06 0.03
H -4.271786 2.616817 -0.772743 -0.11 0.04 0.10
H 4.835514 1.053117 -4.788443 0.04 -0.01 -0.01
H 1.575014 7.312217 -3.056543 -0.05 0.05 -0.12
H -0.356686 -0.821383 -2.830543 0.17 -0.06 0.01
H 4.289814 -2.175983 4.108457 0.05 -0.07 0.02
H 1.573314 -2.014783 4.135257 -0.02 0.02 0.06
H -2.919986 0.383917 0.971157 0.03 0.02 0.16
H 0.507314 4.364817 5.048857 0.02 0.06 -0.02
H 0.437014 -0.312983 -5.105543 0.14 0.01 0.00
H -4.756286 -3.287783 5.376957 -0.03 -0.06 0.09
H 5.497614 -1.823983 -1.550143 0.02 0.11 -0.09
H -1.914486 -0.089083 5.424457 -0.02 0.07 0.03
H -3.684386 2.019117 -2.329943 0.02 0.06 -0.06
H 3.653414 1.668217 2.351057 -0.01 0.08 -0.08
H 2.889814 2.963217 -1.496043 -0.09 0.09 -0.05
H -0.615886 -5.164583 1.093857 -0.09 -0.02 0.08
H -4.460086 1.251817 1.137557 -0.13 0.13 0.06
H 1.931814 4.888917 -2.737443 0.07 0.05 0.09
H 6.232414 -1.288383 5.351157 -0.01 -0.02 0.01
H -4.293486 0.417717 -3.907343 -0.08 0.03 0.02
H -5.515486 -2.153383 -2.501243 -0.12 0.09 0.00
H -4.438386 -0.510183 1.079657 -0.01 -0.17 0.08
H -1.150986 0.596517 -6.777543 0.05 0.03 -0.11
H -1.916386 -2.894283 -3.278443 0.03 -0.06 -0.04
H -1.833286 7.122117 -1.399243 0.02 0.17 0.01
H -1.431286 -3.334283 2.697757 -0.02 -0.14 -0.15
H -3.454586 5.284517 -0.730443 0.07 -0.07 -0.11
H 6.889214 1.074517 5.099357 0.06 0.02 0.01
H 1.923514 7.620917 -1.358443 0.04 0.11 0.11
H -3.450886 -4.427183 3.616157 -0.02 -0.03 -0.06
H -3.022686 6.755817 -2.672943 -0.13 0.04 -0.03
H 3.738414 -1.080683 -4.169443 0.08 0.03 -0.14
H -5.910286 -0.706283 -0.874443 -0.08 -0.06 -0.02
H 3.223014 7.098817 -2.442743 0.14 0.04 -0.07
H 2.250814 2.666117 5.451757 0.05 0.02 0.06
H -4.284486 -2.008983 -3.768843 -0.06 -0.03 -0.08
H 1.053414 -2.769083 2.600657 -0.03 -0.04 0.00
H -6.143186 1.043417 -0.865543 -0.09 0.05 0.05
H -4.778786 -2.474283 -0.078743 -0.08 0.07 0.09
H -3.102886 -2.940283 0.252657 0.04 -0.02 0.17
H 2.550914 5.175517 -1.091643 -0.04 -0.02 -0.03
H 4.072514 -0.400583 -0.095343 0.04 0.13 -0.21
H -2.542686 -4.307183 -2.421743 -0.09 -0.11 0.00
H 2.769114 -3.892783 2.011457 -0.06 -0.08 0.00
H 4.441314 3.064517 -3.385143 0.05 0.06 -0.05
H -3.509086 0.949717 -6.157143 -0.04 0.03 -0.08
H -5.642686 0.231917 -2.348443 -0.08 -0.01 -0.08
H -1.366186 6.140517 -2.788843 0.01 0.10 -0.09
H -1.442786 -3.198083 -1.600343 0.01 -0.08 -0.12
H -4.713086 -3.589983 -3.121643 -0.04 -0.11 -0.02
H 4.149914 -5.293783 0.560457 0.00 -0.02 -0.03
H 2.074414 -5.875683 -2.157243 0.05 -0.15 -0.04
H -0.417086 -2.705683 0.734857 -0.21 0.16 0.07
H -1.779686 1.469317 2.885657 -0.09 0.09 -0.09
H -2.786286 4.315817 -2.078343 -0.09 -0.02 0.10
H 5.535414 -4.273783 -1.205543 0.07 -0.01 -0.12
H -4.198486 -4.056183 -0.579543 0.00 -0.17 -0.03
H 5.624514 2.556017 3.576757 -0.01 0.04 -0.03
```
Positions in Å, forces in eV/Å.

Output
Net charge = -1
HOMO level (spin up / spin down) = -1.6 / -3.8 eV
Spin multiplicity = 2

---

For each record above, in turn, the calculated calculated total energy values are -7876.04273 -5302.00102 hartree.
For each record above, in turn, the calculated largest force on an atom values are 0.048 0.032 hartree/bohr.